Record 1
# C24H34NO3

A 2-piece molecular cluster, C24H34NO3 overall in a non-equilibrium geometry (ωB97M-V/def2-TZVPD, OMol25).

Structure (XYZ):
```
62
Properties=species:S:1:pos:R:3:nbo_charge:R:1
C 1.019 5.275 0.013 -0.4054
C 0.026 5.828 -0.651 0.0785
O -0.045 5.830 -2.044 -0.4871
C -1.030 5.095 -2.610 0.7656
O -1.502 5.376 -3.646 -0.4719
C -1.396 3.828 -1.898 -0.0148
C -2.597 3.713 -1.217 -0.2119
C -2.883 2.526 -0.593 0.0822
N -2.034 1.477 -0.616 -0.2757
C -2.454 0.209 0.057 -0.0379
C -3.054 -0.716 -1.012 -0.6271
C -3.359 0.457 1.277 -0.4253
C -4.869 0.392 1.068 -0.6159
C -0.853 1.568 -1.272 0.3311
C 0.159 0.436 -1.334 -0.4690
C 1.396 0.771 -0.510 -0.0729
C 2.360 1.619 -1.060 -0.2058
C 3.477 1.997 -0.344 -0.2145
C 3.672 1.543 0.950 -0.1822
C 2.745 0.670 1.492 -0.2232
C 1.619 0.268 0.775 0.0871
C 0.709 -0.723 1.469 -0.6628
C -0.537 2.753 -1.926 -0.2117
H 1.047 5.378 1.084 0.2234
H 1.817 4.714 -0.449 0.2166
H -0.754 6.355 -0.122 0.1933
H -3.292 4.536 -1.197 0.2572
H -3.824 2.430 -0.086 0.2451
H -1.559 -0.255 0.430 0.2391
H -3.708 -1.465 -0.589 0.2418
H -3.611 -0.117 -1.729 0.2221
H -2.279 -1.215 -1.584 0.2233
H -3.103 1.420 1.715 0.2172
H -3.076 -0.282 2.019 0.2398
H -5.338 0.349 2.047 0.2378
H -5.288 1.262 0.570 0.1979
H -5.199 -0.491 0.535 0.2198
H 0.478 0.386 -2.371 0.2541
H -0.263 -0.518 -1.069 0.2380
H 2.257 1.980 -2.073 0.2025
H 4.220 2.647 -0.783 0.2258
H 4.533 1.845 1.524 0.2282
H 2.894 0.289 2.490 0.2200
H 1.331 -1.484 1.931 0.2543
H 0.057 -1.249 0.787 0.1963
H 0.171 -0.227 2.275 0.2214
H 0.390 2.844 -2.459 0.2519
C 0.993 -5.786 -0.710 -0.6462
C 1.626 -4.502 -0.202 -0.0597
O 1.493 -4.308 1.194 -0.5488
C 2.094 -5.297 2.017 -0.0657
C 3.597 -5.413 1.838 -0.6455
H -0.047 -5.853 -0.389 0.2112
H 1.028 -5.817 -1.799 0.2192
H 1.513 -6.669 -0.338 0.2113
H 1.126 -3.646 -0.662 0.1677
H 2.679 -4.447 -0.499 0.1665
H 1.609 -6.266 1.865 0.1659
H 1.874 -4.992 3.040 0.1876
H 3.862 -5.792 0.849 0.2052
H 4.010 -6.100 2.575 0.2245
H 4.074 -4.439 1.959 0.2104
```

Its HOMO-LUMO gap is 7.807 eV. The largest force on an atom is 1.67 eV/A. The HOMO energy is -11.7 eV. The net charge is +1. The relative energy (zero: lowest compared OMol25 entry of this formula, charge and spin) is 52.2 kcal/mol.


Record 2
# C24H35Cl2N7O2PtS

C24H35Cl2N7O2PtS as an isolated structure in a non-equilibrium geometry (ωB97M-V/def2-TZVPD, OMol25).

Structure (XYZ):
```
72
Properties=species:S:1:pos:R:3:mulliken_charge:R:1
Pt 0.326 0.774 -0.668 2.6315
C 1.231 -1.892 -0.032 -0.5917
N 1.104 -3.159 0.674 0.0199
C 1.132 -2.909 2.109 -0.5833
N 0.037 -2.026 2.487 0.0057
C 0.171 -0.767 1.768 -0.4834
N 0.137 -1.002 0.331 -0.0078
C -1.127 -1.634 -0.019 0.3036
N -1.270 -2.899 0.688 0.2312
C -0.167 -3.776 0.322 -0.6605
C -1.227 -2.651 2.122 -0.7974
H 1.248 -2.057 -1.118 0.0566
H 2.199 -1.423 0.190 0.2848
H 2.096 -2.475 2.405 0.2989
H 1.073 -3.855 2.665 0.3269
H 1.102 -0.258 2.052 -0.9273
H -0.625 -0.069 2.062 0.8874
H -1.192 -1.790 -1.104 0.4307
H -1.968 -0.966 0.213 -1.4493
H -0.198 -4.007 -0.752 0.3317
H -0.271 -4.752 0.816 0.3568
H -1.368 -3.588 2.679 0.3442
H -2.071 -2.019 2.429 0.3632
C 1.980 3.570 1.450 -0.7634
N 2.451 2.525 2.425 0.2996
C 1.862 2.739 3.788 -0.7911
C 2.216 1.113 1.932 -1.3834
C 3.038 0.757 0.729 1.6858
C 4.423 0.557 0.817 -0.4740
C 5.161 0.251 -0.328 -0.9128
C 4.523 0.141 -1.563 -0.5455
C 3.147 0.332 -1.657 -0.2454
C 2.411 0.637 -0.516 -1.0499
H 2.178 4.553 1.885 0.4076
H 0.909 3.430 1.277 0.2302
H 2.548 3.466 0.523 0.3087
H 3.468 2.640 2.510 0.4626
H 0.778 2.613 3.725 0.2807
H 2.121 3.749 4.117 0.3662
H 2.303 2.006 4.469 0.3382
H 1.142 1.008 1.738 -0.1915
H 2.476 0.435 2.754 0.5435
H 4.945 0.621 1.770 0.4178
H 6.235 0.088 -0.262 0.3801
H 5.100 -0.104 -2.453 0.4131
H 2.645 0.237 -2.617 0.4691
N -1.878 3.951 -0.354 -0.4553
C -2.056 2.599 -0.209 0.0652
S -1.129 1.829 0.933 -0.5058
N -2.974 2.120 -1.110 -0.0517
C -3.594 0.860 -1.266 0.4459
C -4.320 0.663 -2.451 -0.7758
C -4.985 -0.541 -2.698 -0.7155
C -4.940 -1.564 -1.758 -0.6239
C -4.237 -1.376 -0.571 -0.5762
C -3.573 -0.168 -0.324 0.0842
H -1.272 4.385 0.335 0.2072
H -2.651 4.523 -0.665 0.1780
H -3.156 2.770 -1.864 0.2782
H -4.372 1.443 -3.206 0.4351
H -5.537 -0.677 -3.625 0.3756
H -5.455 -2.503 -1.944 0.4013
H -4.206 -2.168 0.173 0.3079
H -3.070 -0.068 0.629 0.7999
Cl 0.568 -0.444 -5.355 -0.1999
C -0.911 -0.936 -4.481 -0.1774
Cl -2.214 0.253 -4.765 -0.1716
C -0.635 -1.113 -2.972 0.3631
O -0.837 -2.289 -2.533 -0.7027
O -0.243 -0.097 -2.324 -0.9499
H -1.241 -1.882 -4.921 0.3989
H 0.485 2.265 -1.506 -0.0534
```

Its HOMO-LUMO gap (spin up / spin down) is 5.581 / 5.582 eV. The largest force on an atom is 6.18 eV/A. The HOMO energy (spin up / spin down) is -5.8 / -5.8 eV.


Record 3
# C24H35Cl4N2O6SbV

C24H35Cl4N2O6SbV as an isolated structure in a non-equilibrium geometry (ωB97M-V/def2-TZVPD, OMol25).

Structure (XYZ):
```
73
Properties=species:S:1:pos:R:3:lowdin_spin:R:1
V -0.108 0.505 1.012 1.3041
C 0.386 1.622 3.303 -0.0007
C -0.923 1.285 2.897 -0.0071
C -1.479 1.888 1.771 -0.0023
C -0.685 2.786 1.021 -0.0010
C 0.589 3.166 1.447 0.0078
C 1.105 2.587 2.606 0.0167
H 0.811 1.128 4.156 0.0004
H -1.534 0.589 3.471 0.0001
H -2.506 1.721 1.472 -0.0003
H -1.103 3.240 0.124 0.0006
H 1.143 3.919 0.901 0.0005
H 2.106 2.851 2.902 0.0010
H -1.295 0.577 -0.427 -0.0647
Cl 2.570 -4.486 0.764 -0.0006
C 2.941 -3.161 -0.256 -0.0002
Cl 1.815 -1.872 0.139 -0.0007
H 2.748 -3.463 -1.294 0.0001
H 3.931 -2.803 -0.051 0.0000
Cl 3.030 1.034 -0.200 -0.0037
C 4.427 2.116 -0.517 0.0003
Cl 5.602 1.657 0.629 -0.0010
H 4.120 3.136 -0.373 0.0000
H 4.770 1.927 -1.538 0.0002
C 0.555 -0.430 -4.655 -0.0108
C 0.654 -0.773 -3.157 -0.0307
C -0.170 -2.037 -2.833 -0.0003
Sb 0.021 1.057 -2.065 -0.1481
C 1.187 2.845 -2.567 -0.0440
C 0.559 4.235 -2.393 -0.0020
C 1.736 2.649 -3.994 -0.0123
C -1.969 1.475 -2.848 -0.0011
C -2.842 2.326 -1.912 -0.0018
C -1.775 2.176 -4.192 -0.0033
H 1.045 -1.202 -5.215 -0.0031
H 1.078 0.471 -4.901 -0.0006
H -0.453 -0.359 -5.031 -0.0002
H 1.691 -0.911 -2.885 0.0002
H -1.163 -2.030 -3.245 0.0000
H -0.278 -2.213 -1.775 0.0001
H 0.325 -2.903 -3.243 -0.0005
H 2.007 2.722 -1.845 0.0002
H -0.255 4.453 -3.058 0.0000
H 1.310 4.985 -2.570 -0.0011
H 0.183 4.438 -1.399 -0.0001
H 1.012 2.581 -4.793 -0.0004
H 2.366 1.783 -4.043 -0.0002
H 2.349 3.494 -4.230 -0.0036
H -2.419 0.512 -2.985 0.0003
H -2.444 3.311 -1.765 -0.0001
H -2.932 1.874 -0.948 -0.0016
H -3.833 2.494 -2.296 0.0001
H -1.450 3.191 -4.068 -0.0001
H -2.691 2.203 -4.763 -0.0006
H -1.047 1.702 -4.833 -0.0003
O 1.397 -1.450 3.205 0.0126
C 0.217 -1.704 2.884 0.0024
O -0.331 -1.035 1.846 0.0023
C -0.602 -2.779 3.553 -0.0009
C -1.961 -2.911 3.245 0.0001
C -2.697 -3.842 3.964 0.0000
C -2.167 -4.636 4.956 0.0002
C -0.812 -4.493 5.227 0.0000
C -0.017 -3.592 4.577 -0.0001
N -0.251 -5.296 6.303 0.0000
O 0.891 -5.169 6.524 0.0000
O -1.026 -6.010 6.835 0.0000
N -4.115 -3.971 3.643 0.0000
O -4.721 -4.794 4.242 0.0000
O -4.514 -3.260 2.787 0.0000
H -2.390 -2.307 2.452 -0.0001
H -2.748 -5.359 5.520 0.0000
H 1.026 -3.457 4.788 0.0000
```

Its HOMO-LUMO gap (spin up / spin down) is 7.156 / 6.952 eV. The largest force on an atom is 3.54 eV/A. The spin multiplicity is 2. The HOMO energy (spin up / spin down) is -15.0 / -14.4 eV. The net charge is +2.


Record 4
# C24H35N2O

An isolated ion of composition C24H35N2O and charge +1 (ωB97M-V/def2-TZVPD, OMol25).

Structure (XYZ):
```
62
Properties=species:S:1:pos:R:3:nbo_charge:R:1
C 5.028 4.434 1.759 -0.6046
C 4.318 3.091 1.617 -0.2349
C 4.197 2.395 2.969 -0.6063
C 2.940 3.302 0.987 -0.0549
O 2.342 2.044 0.725 -0.5497
C 1.124 2.138 0.039 -0.0768
C 0.605 0.708 -0.182 -0.0684
C -0.190 0.588 -1.503 -0.2266
N -0.868 -0.726 -1.458 -0.4740
C -0.069 -1.840 -2.041 -0.2457
C -0.682 -3.154 -1.641 0.0040
C -0.496 -3.631 -0.349 -0.2480
C -1.087 -4.818 0.046 -0.1852
C -1.870 -5.533 -0.846 -0.1912
C -2.060 -5.060 -2.133 -0.1959
C -1.471 -3.872 -2.530 -0.2112
C -2.231 -0.743 -1.974 0.2023
C -2.504 -0.261 -3.244 -0.2546
C -3.801 -0.317 -3.726 -0.1859
C -4.810 -0.858 -2.947 -0.1878
C -4.528 -1.342 -1.680 -0.1724
C -3.234 -1.286 -1.188 -0.2478
N -0.237 0.101 0.849 -0.4865
C -1.322 0.929 1.397 -0.2388
C -0.866 1.456 2.775 -0.4307
C 0.468 0.746 3.039 -0.4212
C 0.462 -0.405 2.032 -0.2189
H 6.017 4.289 2.186 0.2220
H 5.140 4.921 0.794 0.2109
H 4.466 5.094 2.416 0.2054
H 4.893 2.449 0.943 0.2040
H 3.717 1.427 2.855 0.2083
H 3.611 3.001 3.659 0.2021
H 5.182 2.242 3.401 0.2195
H 2.297 3.886 1.662 0.1656
H 3.040 3.860 0.044 0.1732
H 0.405 2.749 0.600 0.1808
H 1.278 2.623 -0.940 0.1783
H 1.505 0.086 -0.252 0.2283
H 0.465 0.669 -2.370 0.2339
H -0.950 1.370 -1.558 0.2309
H -0.883 -0.847 -0.380 0.5046
H 0.951 -1.761 -1.661 0.2279
H -0.059 -1.730 -3.128 0.2284
H 0.123 -3.080 0.345 0.2113
H -0.933 -5.188 1.048 0.2254
H -2.327 -6.460 -0.538 0.2290
H -2.665 -5.616 -2.831 0.2283
H -1.620 -3.505 -3.535 0.2169
H -1.718 0.157 -3.854 0.2240
H -4.019 0.060 -4.712 0.2336
H -5.818 -0.903 -3.328 0.2336
H -5.312 -1.765 -1.073 0.2324
H -3.006 -1.670 -0.205 0.2297
H -1.591 1.729 0.708 0.2067
H -2.198 0.285 1.518 0.2056
H -1.603 1.204 3.535 0.2239
H -0.748 2.538 2.773 0.2189
H 0.555 0.390 4.061 0.2287
H 1.308 1.405 2.828 0.2251
H 1.463 -0.749 1.779 0.2177
H -0.121 -1.246 2.421 0.1968
```

Its HOMO-LUMO gap is 10.359 eV. The largest force on an atom is 0.67 eV/A. The HOMO energy is -12.3 eV. The net charge is +1. The relative energy (zero: lowest compared OMol25 entry of this formula, charge and spin) is 6.0 kcal/mol.


Record 5
# C24H35N3O5S

One molecule with the formula C24H35N3O5S in a non-equilibrium geometry (ωB97M-V/def2-TZVPD, OMol25).

Structure (XYZ):
```
68
Properties=species:S:1:pos:R:3:nbo_charge:R:1
C 2.759 4.554 4.612 -0.2533
O 4.024 4.399 4.012 -0.4899
C 4.296 3.241 3.357 0.3131
C 5.560 3.159 2.765 -0.2455
C 5.937 2.025 2.074 -0.1850
C 5.072 0.953 1.957 -0.2268
C 3.813 1.026 2.547 -0.0187
C 2.905 -0.093 2.433 0.4696
N 3.124 -1.204 1.787 -0.4696
C 2.000 -1.963 1.965 0.0068
C 1.829 -3.262 1.296 -0.6459
S 0.961 -2.903 -0.282 2.1560
O 0.762 -4.126 -1.025 -0.9615
O -0.229 -2.163 0.042 -0.9639
C 2.103 -1.863 -1.239 -0.7560
C 1.275 -1.075 -2.251 0.6754
O 1.356 0.129 -2.354 -0.6056
N 0.483 -1.860 -2.997 -0.6182
C -0.495 -1.332 -3.925 -0.2322
C -1.869 -1.955 -3.707 -0.4045
C -2.488 -1.540 -2.362 -0.2407
N -2.628 -0.096 -2.271 -0.4821
C -1.943 0.489 -1.122 -0.0383
C -1.569 1.949 -1.380 -0.6170
C -2.740 0.307 0.183 -0.4203
C -4.180 0.797 0.050 -0.3985
C -4.841 0.154 -1.166 -0.4214
C -3.983 0.425 -2.412 -0.0300
C -4.668 -0.064 -3.685 -0.6115
C 1.108 -1.250 2.723 0.3115
C -0.273 -1.539 3.174 -0.6770
O 1.691 -0.068 3.025 -0.3992
C 3.422 2.169 3.246 -0.3028
H 2.765 5.547 5.057 0.2025
H 1.955 4.492 3.872 0.1784
H 2.593 3.807 5.395 0.1760
H 6.224 4.003 2.864 0.2257
H 6.916 1.979 1.621 0.2182
H 5.347 0.059 1.423 0.2327
H 1.189 -3.945 1.847 0.2620
H 2.778 -3.723 1.042 0.2595
H 2.621 -1.191 -0.560 0.2847
H 2.798 -2.542 -1.723 0.2595
H 0.426 -2.846 -2.781 0.4123
H -0.155 -1.525 -4.950 0.1919
H -0.549 -0.254 -3.762 0.2427
H -1.786 -3.045 -3.735 0.1946
H -2.517 -1.641 -4.524 0.2110
H -3.449 -2.054 -2.252 0.1843
H -1.840 -1.901 -1.561 0.2276
H -1.001 -0.055 -1.007 0.2196
H -0.875 2.282 -0.613 0.2104
H -1.074 2.028 -2.343 0.2257
H -2.432 2.609 -1.372 0.1912
H -2.233 0.833 0.993 0.2041
H -2.745 -0.758 0.428 0.2011
H -4.192 1.884 -0.065 0.1923
H -4.740 0.556 0.958 0.2036
H -5.844 0.560 -1.311 0.2054
H -4.933 -0.923 -1.007 0.1934
H -3.874 1.511 -2.510 0.1924
H -4.881 -1.129 -3.648 0.1999
H -4.039 0.142 -4.547 0.2125
H -5.611 0.464 -3.813 0.2116
H -0.634 -0.724 3.793 0.2372
H -0.306 -2.468 3.742 0.2291
H -0.914 -1.645 2.299 0.2614
H 2.439 2.193 3.687 0.2280
```

Its HOMO-LUMO gap is 8.229 eV. The largest force on an atom is 1.35 eV/A. The HOMO energy is -7.8 eV. The relative energy (zero: lowest compared OMol25 entry of this formula, charge and spin) is 22.9 kcal/mol.


Record 6
# C24H35N3O5S

One molecule with the formula C24H35N3O5S in a non-equilibrium geometry (ωB97M-V/def2-TZVPD, OMol25).

Structure (XYZ):
```
68
Properties=species:S:1:pos:R:3:nbo_charge:R:1
C 1.693 7.158 0.176 -0.6180
C 0.539 6.573 0.976 -0.0593
O 0.469 5.190 0.706 -0.5454
C -0.671 4.537 1.212 -0.0622
C -0.649 4.332 2.733 -0.4341
C 0.583 3.539 3.178 -0.2336
N 0.495 2.154 2.794 -0.6121
C 0.352 1.159 3.679 0.6636
O 0.368 1.307 4.893 -0.6668
C 0.189 -0.201 3.071 -0.3122
C 0.166 -1.242 3.951 0.1378
N 0.026 -2.537 3.624 -0.3481
C 0.023 -3.592 4.633 -0.2026
C 0.172 -3.118 6.070 -0.6249
C -0.124 -2.880 2.296 0.1812
C -0.267 -4.213 1.877 -0.2463
C -0.421 -4.518 0.543 -0.1542
C -0.446 -3.508 -0.407 -0.3384
S -0.696 -3.918 -2.140 2.3445
O -0.133 -5.225 -2.345 -0.9452
O -2.084 -3.719 -2.439 -0.9353
N 0.190 -2.776 -2.924 -0.7061
C 1.606 -3.006 -3.038 -0.4207
C -0.475 -1.755 -3.710 -0.0455
C -0.568 -2.134 -5.192 -0.4047
C -1.378 -1.083 -5.946 -0.3983
C -0.746 0.296 -5.786 -0.3962
C -0.633 0.664 -4.309 -0.3923
C 0.183 -0.383 -3.555 -0.4142
C -0.308 -2.201 -0.025 -0.1411
C -0.135 -1.863 1.320 -0.0987
C 0.044 -0.442 1.655 0.5073
O 0.062 0.422 0.777 -0.6370
H 2.622 6.674 0.464 0.2115
H 1.531 6.988 -0.884 0.2114
H 1.772 8.225 0.362 0.2087
H 0.700 6.755 2.049 0.1580
H -0.409 7.056 0.688 0.1594
H -1.580 5.094 0.933 0.1655
H -0.689 3.569 0.705 0.1895
H -1.555 3.798 3.026 0.2152
H -0.649 5.300 3.236 0.2043
H 1.475 3.982 2.725 0.2029
H 0.676 3.562 4.267 0.2326
H 0.427 1.922 1.807 0.4350
H 0.271 -0.988 4.995 0.2512
H 0.845 -4.279 4.403 0.2038
H -0.921 -4.140 4.542 0.2048
H -0.644 -2.461 6.361 0.2210
H 0.149 -3.991 6.718 0.2317
H 1.119 -2.608 6.228 0.2201
H -0.256 -5.020 2.591 0.2234
H -0.520 -5.540 0.212 0.2452
H 2.171 -2.290 -2.433 0.1941
H 1.938 -2.943 -4.075 0.2029
H 1.797 -4.014 -2.675 0.2390
H -1.491 -1.718 -3.307 0.2337
H -1.041 -3.114 -5.275 0.2203
H 0.433 -2.198 -5.623 0.1903
H -2.396 -1.065 -5.552 0.1984
H -1.433 -1.348 -7.004 0.2100
H -1.346 1.043 -6.309 0.2091
H 0.250 0.293 -6.236 0.1919
H -1.632 0.725 -3.874 0.1976
H -0.160 1.642 -4.203 0.2122
H 0.251 -0.111 -2.500 0.2195
H 1.195 -0.416 -3.962 0.1959
H -0.324 -1.403 -0.750 0.2492
```

Its HOMO-LUMO gap is 8.694 eV. The largest force on an atom is 1.22 eV/A. The HOMO energy is -8.7 eV. The relative energy (zero: lowest compared OMol25 entry of this formula, charge and spin) is 9.5 kcal/mol.


Which of these has the highest largest force on an atom?
C24H35Cl2N7O2PtS


largest force on an atom of number 4 (C24H35N2O)?
0.67 eV/A


Among the records above, which one has the lowest largest force on an atom?
C24H35N2O


The lowest largest force on an atom belongs to which entry?
C24H35N2O